A structure of composition C18H17GeN7NiS. Source: the Open Molecules 2025 dataset; level of theory: ωB97M-V/def2-TZVPD.

The net charge is 0. As for the energy relative to the best compared isomer or geometry (same formula, charge and spin): 0.0 kcal per mole. For the largest force on an atom, the calculation gives 0.61 eV/Å. The frontier orbital gap is 6.6903 eV.

Each line ends with the Löwdin charge.
Cartesian coordinates (Å):
1 Ni 0.89 -0.04 -0.10  0.362
2 S 2.63 2.50 6.62  1.031
3 N 2.26 1.01 6.12  -0.212
4 C 1.99 1.09 4.83  -0.298
5 C 1.62 -0.02 3.97  -0.076
6 C 1.45 -1.33 4.42  0.024
7 C 1.08 -2.29 3.51  -0.012
8 C 0.91 -1.94 2.17  -0.073
9 N 1.09 -0.70 1.73  0.062
10 C 1.40 0.26 2.63  -0.108
11 C 1.48 1.62 2.11  -0.124
12 N 1.16 1.75 0.82  0.068
13 C 1.20 2.96 0.27  -0.063
14 C 1.56 4.09 1.00  -0.012
15 C 1.88 3.96 2.34  0.024
16 C 1.83 2.69 2.92  -0.077
17 C 2.11 2.41 4.31  -0.298
18 N 2.47 3.30 5.23  -0.211
19 H 1.61 -1.57 5.46  0.126
20 H 0.92 -3.32 3.80  0.116
21 H 0.63 -2.67 1.43  0.097
22 H 0.93 3.02 -0.77  0.107
23 H 1.59 5.06 0.51  0.116
24 H 2.16 4.82 2.94  0.125
25 C -0.44 -1.64 -3.87  -0.220
26 Ge 1.07 -2.14 -2.73  0.734
27 C 1.31 -4.08 -2.92  -0.235
28 C 2.76 -1.32 -3.28  -0.224
29 C 0.68 -1.80 -0.83  -0.342
30 H -0.13 -1.53 -4.90  0.015
31 H -0.91 -0.71 -3.55  0.001
32 H -1.20 -2.43 -3.82  0.016
33 H 1.52 -4.34 -3.96  0.016
34 H 0.41 -4.62 -2.61  0.011
35 H 2.15 -4.43 -2.31  0.010
36 H 2.89 -1.42 -4.36  0.020
37 H 3.59 -1.83 -2.78  0.013
38 H 2.82 -0.26 -3.03  -0.002
39 H 1.35 -2.45 -0.26  -0.018
40 H -0.35 -2.14 -0.64  0.017
41 N 0.48 0.78 -1.71  0.084
42 C 0.45 1.29 -2.76  -0.355
43 N 0.32 1.94 -3.85  0.079
44 C 0.70 1.40 -5.01  -0.412
45 N 1.02 1.02 -6.05  0.098

***

The ion C5H8N with charge +1. Source: the Open Molecules 2025 dataset; level of theory: ωB97M-V/def2-TZVPD.

The net charge is +1. As for the energy relative to the best compared isomer or geometry (same formula, charge and spin): 135.1 kcal per mole. For the largest force on an atom, the calculation gives 4.84 eV/Å. The frontier orbital gap (alpha / beta) is 6.8782 / 9.1623 eV.

Each line ends with the Löwdin charge.
Cartesian coordinates (Å):
1 C -1.70 0.27 -0.80  -0.151
2 C -0.50 0.03 -0.99  0.052
3 C -2.94 0.60 -0.87  0.049
4 C 0.78 -0.69 -0.84  -0.190
5 C 0.95 -0.66 0.67  -0.023
6 N 1.79 0.35 1.42  0.191
7 H -3.70 -0.26 -0.93  0.118
8 H -3.22 1.64 -1.16  0.104
9 H 0.71 -1.72 -1.21  0.138
10 H 1.65 -0.29 -1.21  0.080
11 H 0.16 -1.04 1.22  0.090
12 H 1.24 0.88 2.07  0.157
13 H 2.29 1.06 0.72  0.240
14 H 2.49 -0.16 1.92  0.145

***

A cluster of 2 separate species, CHClF2OS2 in total. Source: the Open Molecules 2025 dataset; level of theory: ωB97M-V/def2-TZVPD.

The net charge is 0. As for the energy relative to the best compared isomer or geometry (same formula, charge and spin): 8.3 kcal per mole. For the largest force on an atom, the calculation gives 2.48 eV/Å. The frontier orbital gap is 8.4420 eV.

Each line ends with the Löwdin charge.
Cartesian coordinates (Å):
1 C -0.99 0.01 -0.89  -0.677
2 O 1.95 -0.20 0.02  -0.578
3 F -0.97 1.31 -0.65  0.031
4 F -0.90 -0.59 0.37  -0.092
5 S 1.90 0.77 2.73  0.238
6 S 1.75 -0.58 1.39  0.391
7 Cl -2.71 -0.48 -1.51  0.545
8 H -0.03 -0.23 -1.47  0.143

***

A cluster of 6 separate species, C25H31F6NO20 in total. Source: the Open Molecules 2025 dataset; level of theory: ωB97M-V/def2-TZVPD.

The net charge is 0. For the largest force on an atom, the calculation gives 0.77 eV/Å. As for the SMILES: CNC[C@@H]1OC(=O)O[C@]1(CC(=O)F)C[C@@H](C)O.O=C1OC[C@@H](F)O1.O=C1OC[C@@H](F)O1.O=C1OC[C@@H](F)O1.O=C1OC[C@@H](F)O1.O=C1OC[C@@H](F)O1. The frontier orbital gap is 9.3046 eV.

Each line ends with the Löwdin charge.
Cartesian coordinates (Å):
1 C 3.95 -2.42 -0.36  -0.096
2 N 3.28 -3.50 0.36  -0.091
3 C 2.30 -4.29 -0.35  -0.173
4 C 1.13 -4.59 0.56  -0.175
5 O 0.24 -5.47 -0.16  0.092
6 C -0.98 -5.36 0.40  -0.566
7 O -1.85 -6.18 0.33  0.142
8 O -1.10 -4.17 1.02  0.101
9 C 0.17 -3.45 1.01  -0.291
10 C 0.36 -3.09 2.50  0.006
11 C 1.36 -2.04 2.85  -0.409
12 O 2.08 -1.39 2.17  0.145
13 F 1.37 -1.86 4.19  0.111
14 C 0.02 -2.30 0.00  -0.022
15 C -0.61 -0.96 0.49  -0.385
16 C 0.28 0.23 0.15  -0.028
17 O -1.90 -0.80 -0.08  -0.043
18 H 3.72 -2.44 -1.43  0.087
19 H 3.62 -1.46 0.04  0.053
20 H 5.03 -2.48 -0.23  0.079
21 H 3.95 -4.09 0.84  0.113
22 H 1.94 -3.77 -1.24  0.121
23 H 2.70 -5.25 -0.71  0.133
24 H 1.48 -5.16 1.43  0.156
25 H 0.64 -4.01 3.04  0.107
26 H -0.61 -2.80 2.91  0.154
27 H -0.66 -2.68 -0.76  0.144
28 H 0.97 -2.09 -0.49  0.110
29 H -0.83 -0.99 1.56  0.136
30 H 0.14 0.48 -0.91  0.078
31 H 1.34 0.01 0.29  0.060
32 H 0.03 1.11 0.75  0.086
33 H -1.84 -0.58 -1.02  0.059
34 O 6.00 -0.13 0.11  0.167
35 C 5.51 0.23 1.13  -0.565
36 O 4.39 0.98 1.22  0.067
37 C 3.98 1.02 2.59  -0.050
38 C 5.29 0.75 3.31  -0.310
39 F 5.11 0.05 4.45  0.078
40 O 5.98 -0.06 2.37  0.134
41 H 3.26 0.23 2.78  0.106
42 H 3.55 1.99 2.82  0.141
43 H 5.88 1.63 3.52  0.170
44 O 1.09 -5.67 4.30  0.164
45 C 0.49 -6.63 3.93  -0.551
46 O -0.61 -6.58 3.16  0.067
47 C -0.96 -7.91 2.77  -0.038
48 C -0.29 -8.73 3.86  -0.301
49 F 0.17 -9.92 3.42  0.083
50 O 0.81 -7.91 4.23  0.144
51 H -0.53 -8.13 1.79  0.144
52 H -2.04 -8.02 2.72  0.145
53 H -0.91 -8.90 4.75  0.173
54 O -1.82 1.02 -2.42  0.163
55 C -1.97 2.19 -2.27  -0.544
56 O -2.88 2.75 -1.44  0.068
57 C -2.65 4.16 -1.42  -0.039
58 C -1.93 4.39 -2.72  -0.304
59 F -1.01 5.38 -2.64  0.084
60 O -1.26 3.15 -2.92  0.145
61 H -2.02 4.42 -0.56  0.150
62 H -3.59 4.70 -1.34  0.129
63 H -2.58 4.58 -3.58  0.171
64 O 1.34 7.46 -0.86  0.186
65 C 1.41 7.86 -1.97  -0.553
66 O 2.56 7.98 -2.68  0.073
67 C 2.22 8.36 -4.02  -0.050
68 C 0.86 8.99 -3.83  -0.317
69 F 0.05 8.79 -4.89  0.074
70 O 0.35 8.29 -2.71  0.122
71 H 2.15 7.47 -4.64  0.145
72 H 2.97 9.03 -4.41  0.139
73 H 0.89 10.06 -3.61  0.172
74 O -8.25 5.89 -1.03  0.196
75 C -7.77 4.98 -1.62  -0.544
76 O -8.46 3.97 -2.19  0.076
77 C -7.55 3.16 -2.95  -0.045
78 C -6.23 3.49 -2.28  -0.315
79 F -5.18 3.48 -3.16  0.070
80 O -6.43 4.80 -1.82  0.120
81 H -7.54 3.49 -3.99  0.146
82 H -7.82 2.11 -2.89  0.142
83 H -5.97 2.84 -1.44  0.176

***

A structure of composition C16H26B2MgN6O2. Source: the Open Molecules 2025 dataset; level of theory: ωB97M-V/def2-TZVPD.

The net charge is 0. As for the energy relative to the best compared isomer or geometry (same formula, charge and spin): 65.8 kcal per mole. For the largest force on an atom, the calculation gives 3.93 eV/Å. The frontier orbital gap (alpha / beta) is 5.6986 / 5.3726 eV.

Each line ends with the Löwdin charge.
Cartesian coordinates (Å):
1 H -0.05 1.94 -0.68  0.111
2 N -0.30 0.73 -2.43  -0.066
3 B -0.60 -0.05 -4.86  -0.488
4 N -0.30 1.02 -3.79  -0.019
5 C -0.15 2.34 -3.96  -0.069
6 Mg -0.60 -1.17 -1.87  0.511
7 H -0.14 2.75 -4.95  0.120
8 C 0.00 2.93 -2.71  -0.059
9 H 0.15 3.97 -2.50  0.086
10 C -0.10 1.89 -1.77  -0.124
11 H -0.51 0.38 -5.96  0.115
12 C -2.19 -0.97 2.70  -0.001
13 H -2.95 -1.32 3.41  0.048
14 H -1.42 -1.74 2.62  0.050
15 H -2.69 -0.87 1.74  0.037
16 N -2.07 -0.51 -4.56  -0.027
17 N 0.42 -1.21 -4.62  -0.011
18 N -2.43 -0.95 -3.29  -0.019
19 N 0.52 -1.83 -3.38  -0.066
20 C -3.18 -0.38 -5.31  -0.084
21 C 1.32 -1.75 -5.45  -0.069
22 H -3.12 -0.05 -6.34  0.119
23 H 1.39 -1.41 -6.47  0.121
24 C -4.27 -0.76 -4.55  -0.071
25 C 2.04 -2.72 -4.76  -0.060
26 C -3.75 -1.11 -3.28  -0.139
27 C 1.50 -2.75 -3.46  -0.132
28 H -5.30 -0.79 -4.85  0.083
29 H 2.82 -3.34 -5.15  0.086
30 H -4.31 -1.45 -2.43  0.101
31 H 1.79 -3.40 -2.65  0.106
32 H -1.72 0.10 2.84  -0.024
33 C 2.57 0.88 2.85  -0.015
34 C 1.51 0.15 3.68  -0.471
35 C 2.04 -1.18 4.21  -0.007
36 O 0.49 -0.20 2.73  0.095
37 B -0.58 0.52 3.18  -0.544
38 O -0.41 1.47 4.13  0.151
39 C 0.82 1.07 4.75  -0.481
40 C 0.47 0.39 6.06  -0.024
41 C 1.64 2.29 5.16  -0.018
42 H 2.83 0.26 1.97  0.099
43 H 3.48 1.08 3.44  0.094
44 H 2.16 1.83 2.46  0.098
45 H 2.40 -1.80 3.37  0.101
46 H 2.85 -1.01 4.93  0.096
47 H 1.23 -1.76 4.69  0.091
48 H 1.36 0.13 6.64  0.095
49 H -0.12 1.11 6.64  0.101
50 H -0.14 -0.51 5.92  0.096
51 H 2.07 2.87 4.34  0.083
52 H 1.03 2.97 5.77  0.097
53 H 2.47 1.94 5.81  0.098

***

A structure of composition C14H16O4. Source: the Open Molecules 2025 dataset; level of theory: ωB97M-V/def2-TZVPD.

The net charge is 0. As for the energy relative to the best compared isomer or geometry (same formula, charge and spin): 264.7 kcal per mole. For the largest force on an atom, the calculation gives 19.81 eV/Å. The frontier orbital gap is 7.6968 eV.

Each line ends with the Löwdin charge.
Cartesian coordinates (Å):
1 C 1.07 2.73 1.75  -0.052
2 C 1.71 1.38 1.90  -0.187
3 O 2.01 0.58 0.68  -0.023
4 C 1.04 0.20 0.04  -0.311
5 C 0.92 0.96 -1.18  0.139
6 C -0.29 0.51 -1.77  -0.079
7 C -1.14 -0.50 -1.26  -0.067
8 C -0.76 -1.38 -0.33  0.043
9 C 0.35 -1.01 0.48  -0.129
10 C 0.56 -1.70 1.63  -0.071
11 C 1.67 -2.10 2.29  -0.002
12 C 2.04 -2.94 3.42  -0.439
13 O 3.18 -2.83 3.87  0.095
14 O 0.76 -3.45 3.84  0.059
15 H 1.17 -3.99 4.54  0.099
16 H 2.59 -1.36 2.03  0.164
17 H -0.26 -2.16 2.06  0.100
18 H -1.47 -2.09 0.11  0.146
19 O -2.19 -0.98 -2.42  -0.048
20 C -2.23 0.07 -3.24  -0.620
21 C -3.33 0.87 -3.25  -0.124
22 H -3.53 1.38 -2.11  0.168
23 H -4.38 0.17 -3.25  0.152
24 H -3.59 1.61 -3.90  0.037
25 H -2.03 -0.69 -4.44  0.221
26 C -0.91 0.95 -3.23  -0.037
27 H -1.02 2.17 -3.11  0.167
28 H -0.22 0.65 -4.03  0.096
29 H 1.33 1.72 -1.24  0.000
30 H 1.06 0.79 2.67  0.142
31 H 2.72 1.33 2.49  0.154
32 H 0.33 2.54 1.18  0.005
33 H 1.77 3.26 1.10  0.091
34 H 1.07 3.30 2.69  0.111